Computed, not measured: C41H100F6O15Zn as an isolated structure at a distorted geometry, with ωB97M-V/def2-TZVPD.

```
163
C41H100F6O15Zn ωB97M-V/def2-TZVPD
Zn -3.022 0.231 -1.801
C -1.311 -0.240 0.661
O -0.275 0.225 -0.192
O -2.476 -0.081 0.040
C -1.107 -1.669 1.190
F -2.013 -1.912 2.147
F -1.221 -2.585 0.231
F 0.119 -1.812 1.735
C 1.046 0.337 0.285
C 1.896 0.914 -0.833
H 1.478 1.821 -1.261
H 2.899 1.143 -0.463
H 2.007 0.185 -1.639
H 1.519 -0.580 0.648
H 1.094 1.032 1.144
H -1.282 0.413 1.561
C -3.254 2.748 -2.481
O -3.138 1.598 -3.380
O -3.531 2.219 -1.316
C -1.951 3.533 -2.544
F -1.755 4.085 -3.775
F -1.937 4.556 -1.685
F -0.899 2.740 -2.286
C -3.369 1.750 -4.772
C -3.332 0.418 -5.497
H -3.292 0.598 -6.573
H -2.407 -0.111 -5.264
H -4.178 -0.238 -5.285
H -2.632 2.414 -5.233
H -4.314 2.278 -4.959
H -4.098 3.360 -2.849
C -4.027 -3.842 0.251
C -4.108 -5.191 -0.465
C -3.040 -5.319 -1.529
O -3.812 -6.264 0.451
H -3.588 -3.914 1.243
H -5.027 -3.415 0.394
H -3.478 -3.106 -0.334
H -5.095 -5.372 -0.901
H -3.092 -6.302 -1.993
H -2.062 -5.191 -1.062
H -3.166 -4.539 -2.284
H -4.487 -6.267 1.138
C -1.164 -4.178 4.492
C -2.015 -5.007 5.450
C -2.816 -6.023 4.665
O -1.224 -5.671 6.429
H -0.518 -4.884 3.956
H -0.521 -3.451 4.988
H -1.807 -3.657 3.786
H -2.680 -4.317 5.973
H -3.476 -5.531 3.941
H -3.475 -6.606 5.308
H -2.158 -6.685 4.097
H -0.602 -6.243 5.966
C 2.116 1.187 -5.329
C 0.652 1.520 -5.159
C 0.163 2.484 -6.235
O -0.117 0.276 -5.300
H 2.769 2.023 -5.055
H 2.334 0.958 -6.378
H 2.452 0.349 -4.719
H 0.460 1.901 -4.161
H 0.620 2.203 -7.188
H 0.455 3.513 -6.026
H -0.920 2.410 -6.300
H -0.131 0.079 -6.243
C -5.477 -0.748 1.999
C -5.109 0.640 2.515
C -4.178 0.600 3.718
O -4.560 1.434 1.450
H -6.096 -1.277 2.731
H -4.582 -1.347 1.795
H -6.033 -0.691 1.062
H -6.044 1.127 2.811
H -3.201 0.168 3.483
H -4.633 0.035 4.538
H -4.028 1.623 4.063
H -3.825 0.887 1.109
C 5.465 2.371 2.904
C 4.937 3.128 1.695
C 3.564 3.700 1.956
O 5.801 4.254 1.462
H 5.507 3.014 3.784
H 6.461 1.963 2.721
H 4.799 1.539 3.159
H 4.945 2.470 0.817
H 3.599 4.280 2.876
H 2.851 2.877 2.033
H 3.246 4.319 1.118
H 6.660 3.933 1.172
C 5.344 -2.558 -2.892
C 5.924 -2.219 -1.534
C 5.120 -1.195 -0.770
O 5.964 -3.388 -0.721
H 5.237 -1.655 -3.505
H 4.333 -2.953 -2.773
H 5.986 -3.232 -3.457
H 6.939 -1.824 -1.674
H 4.122 -1.568 -0.527
H 5.017 -0.283 -1.360
H 5.621 -0.947 0.166
H 6.453 -4.109 -1.127
C 2.552 -4.015 0.399
C 3.053 -3.260 1.623
C 2.376 -3.755 2.887
O 4.434 -3.631 1.875
H 2.922 -3.584 -0.533
H 1.458 -4.006 0.388
H 2.880 -5.050 0.489
H 3.015 -2.173 1.494
H 2.593 -4.806 3.083
H 1.292 -3.648 2.922
H 2.785 -3.213 3.744
H 4.909 -3.519 1.038
C 0.052 0.220 4.765
C 1.062 1.089 5.515
C 2.075 1.761 4.609
O 0.360 2.085 6.281
H -0.442 0.762 3.955
H -0.707 -0.089 5.486
H 0.606 -0.627 4.356
H 1.643 0.443 6.194
H 1.580 2.372 3.850
H 2.621 0.983 4.068
H 2.776 2.358 5.189
H -0.302 1.597 6.781
C -1.694 -2.772 -4.125
C -1.224 -2.069 -2.870
C 0.260 -2.282 -2.638
O -1.537 -0.648 -2.973
H -1.139 -2.464 -5.010
H -2.757 -2.554 -4.263
H -1.627 -3.853 -3.992
H -1.772 -2.483 -2.025
H 0.837 -1.977 -3.524
H 0.458 -3.343 -2.485
H 0.648 -1.677 -1.826
H -0.971 -0.286 -3.686
C -0.617 3.706 1.439
C -1.983 3.380 2.069
C -1.951 3.730 3.542
O -2.999 4.132 1.415
H -0.410 4.776 1.541
H -0.560 3.379 0.407
H 0.155 3.203 2.037
H -2.153 2.315 1.935
H -2.935 3.575 3.989
H -1.745 4.789 3.755
H -1.191 3.200 4.123
H -2.772 5.059 1.547
C 1.937 4.765 -2.653
C 1.798 5.927 -3.632
C 0.674 6.835 -3.235
O 3.024 6.660 -3.656
H 2.840 4.175 -2.826
H 1.089 4.077 -2.699
H 1.981 5.121 -1.617
H 1.647 5.475 -4.613
H 0.559 7.689 -3.910
H 0.785 7.287 -2.244
H -0.296 6.327 -3.237
H 3.237 6.868 -2.739
```

As for the energy above the lowest of the compared OMol25 structures with the same formula, charge and spin: 0.0 kJ/mol. Its HOMO energy is -9.0 eV. As for the HOMO-LUMO gap: 8.52 eV. For the total energy, the calculation gives -139574.6338 eV.